DFT (ωB97M-V with the def2-TZVPD basis set) results for 8 unconnected molecules or ions with the total composition C20H60N4O8.

Values from the calculation:
Kohn-Sham gap   9.49 eV
Largest force on an atom   3.05 eV/A
SMILES   COC[C@H](C)N.COC[C@H](C)N.COC[C@H](C)N.COC[C@H](C)N.CO.CO.CO.CO

```
! RIJCOSX wB97M-V def2-TZVPD def2/J DEFGRID3
* xyz 0 1
C -0.643 3.276 1.871
O -0.714 3.306 0.475
C -1.000 4.602 -0.038
C -1.269 4.509 -1.538
C -1.081 5.753 -2.391
N -2.595 3.899 -1.714
H -0.007 2.450 2.203
H -1.612 3.165 2.367
H -0.119 4.123 2.329
H -1.909 4.927 0.476
H -0.208 5.351 0.081
H -0.499 3.800 -1.889
H -0.069 6.098 -2.177
H -1.808 6.545 -2.182
H -1.254 5.611 -3.458
H -2.492 2.896 -1.528
H -2.793 3.874 -2.714
C 7.083 -0.760 0.343
O 6.015 -1.359 -0.374
C 5.377 -0.551 -1.339
C 4.349 -1.453 -2.020
C 5.032 -2.733 -2.528
N 3.788 -0.736 -3.182
H 6.681 0.033 0.979
H 7.840 -0.389 -0.352
H 7.537 -1.522 0.972
H 4.915 0.266 -0.770
H 6.021 -0.064 -2.083
H 3.518 -1.676 -1.350
H 4.423 -3.282 -3.252
H 5.219 -3.407 -1.692
H 5.926 -2.516 -3.117
H 4.496 -0.639 -3.899
H 3.023 -1.277 -3.561
C -2.299 -0.865 1.843
O -1.687 -1.263 0.608
C -0.648 -0.416 0.137
C -0.854 0.022 -1.326
C 0.368 0.736 -1.857
N -1.961 0.991 -1.405
H -3.173 -0.293 1.519
H -1.619 -0.240 2.423
H -2.629 -1.747 2.387
H -0.517 0.492 0.733
H 0.264 -1.005 0.255
H -1.086 -0.866 -1.914
H 0.139 1.095 -2.857
H 1.226 0.061 -1.939
H 0.735 1.586 -1.279
H -2.848 0.502 -1.286
H -1.915 1.602 -0.591
C 1.290 -3.621 2.909
O 2.237 -2.567 3.177
C 2.406 -1.671 2.105
C 3.067 -0.308 2.438
C 2.810 0.641 1.282
N 4.516 -0.534 2.520
H 1.719 -4.150 2.057
H 0.364 -3.084 2.688
H 1.169 -4.232 3.796
H 2.984 -2.191 1.324
H 1.405 -1.541 1.669
H 2.573 -0.056 3.376
H 1.816 1.101 1.333
H 2.923 0.259 0.271
H 3.415 1.522 1.518
H 4.665 -1.291 3.184
H 4.845 -0.931 1.644
C -5.045 -3.802 1.910
O -4.985 -3.461 3.309
H -4.404 -4.664 1.739
H -6.078 -4.141 1.761
H -4.948 -2.908 1.298
H -4.982 -2.493 3.318
C -4.445 -0.257 5.106
O -4.915 -0.667 3.817
H -3.354 -0.265 5.187
H -4.780 0.759 5.301
H -4.764 -1.030 5.805
H -5.376 0.058 3.392
C -1.565 0.219 -5.111
O -1.086 1.530 -4.857
H -1.330 0.003 -6.152
H -1.096 -0.602 -4.559
H -2.641 0.247 -4.930
H -1.175 1.758 -3.926
C -5.204 -1.776 -1.662
O -4.879 -1.285 -0.368
H -6.277 -1.939 -1.657
H -4.954 -1.072 -2.462
H -4.617 -2.672 -1.872
H -3.971 -1.404 -0.079
*
```

DFT (ωB97M-V with the def2-TZVPD basis set) results for 10 unconnected molecules or ions with the total composition C20H60O10.

Values from the calculation:
Kohn-Sham gap   10.07 eV
Largest force on an atom   2.88 eV/A
SMILES   CCO.CCO.CCO.CCO.CCO.CCO.CCO.CCO.CCO.CCO

```
! RIJCOSX wB97M-V def2-TZVPD def2/J DEFGRID3
* xyz 0 1
C 1.280 6.565 0.032
C -0.075 5.991 0.535
O -0.207 4.701 0.008
H 2.141 5.926 0.226
H 1.352 7.563 0.464
H 1.206 6.501 -1.054
H -0.862 6.664 0.196
H 0.056 5.934 1.616
H 0.152 4.114 0.677
C -1.733 -5.044 3.387
C -2.430 -6.411 3.152
O -3.832 -6.516 3.181
H -0.660 -5.202 3.502
H -2.126 -4.581 4.292
H -1.927 -4.397 2.530
H -2.252 -7.224 3.856
H -1.964 -6.697 2.209
H -4.048 -6.630 4.110
C -4.879 -0.979 -2.912
C -5.221 -0.788 -4.353
O -4.344 -1.562 -5.183
H -5.609 -0.543 -2.230
H -3.847 -0.637 -2.822
H -4.877 -2.035 -2.643
H -5.104 0.225 -4.740
H -6.242 -1.102 -4.570
H -4.422 -1.223 -6.077
C 0.030 -0.817 -0.293
C -0.530 -0.151 0.918
O 0.363 0.784 1.536
H -0.683 -1.384 -0.892
H 0.947 -1.340 -0.019
H 0.185 0.043 -0.944
H -0.770 -0.938 1.633
H -1.480 0.363 0.768
H -0.199 1.048 2.268
C 1.680 -6.231 -1.523
C 2.381 -7.334 -2.400
O 3.382 -8.142 -1.740
H 2.255 -5.305 -1.493
H 1.463 -6.578 -0.514
H 0.684 -6.000 -1.902
H 2.791 -6.960 -3.338
H 1.626 -8.066 -2.689
H 3.458 -8.949 -2.255
C -5.056 4.511 2.618
C -4.205 3.653 3.476
O -3.315 4.462 4.232
H -5.548 3.884 1.876
H -4.494 5.187 1.973
H -5.895 4.941 3.165
H -3.565 3.016 2.867
H -4.796 3.034 4.151
H -2.596 3.907 4.544
C 6.906 2.208 1.609
C 5.349 2.363 1.660
O 4.793 1.262 1.031
H 7.330 3.194 1.800
H 7.236 1.807 0.650
H 7.351 1.557 2.361
H 4.946 3.293 1.259
H 5.008 2.328 2.695
H 3.844 1.205 1.163
C 4.678 -2.039 -3.489
C 4.160 -0.803 -4.168
O 3.395 -1.256 -5.305
H 3.931 -2.832 -3.482
H 4.878 -1.850 -2.435
H 5.588 -2.319 -4.020
H 4.828 -0.078 -4.633
H 3.478 -0.259 -3.515
H 2.470 -1.240 -5.050
C 1.017 2.954 -6.351
C 0.201 2.919 -5.021
O 1.243 3.260 -4.110
H 0.412 2.527 -7.151
H 1.980 2.443 -6.339
H 1.225 3.997 -6.592
H -0.073 1.887 -4.801
H -0.657 3.590 -4.989
H 0.884 3.292 -3.220
C -2.355 0.122 6.836
C -1.112 0.255 5.984
O -0.832 1.578 5.576
H -2.814 -0.862 6.740
H -3.112 0.823 6.486
H -2.224 0.334 7.897
H -1.330 -0.389 5.132
H -0.384 -0.127 6.699
H 0.122 1.607 5.685
*
```

DFT (ωB97M-V with the def2-TZVPD basis set) results for 10 unconnected molecules or ions with the total composition C20H60O10.

Values from the calculation:
Kohn-Sham gap   9.35 eV
Largest force on an atom   8.76 eV/A
SMILES   CCO.CCO.CCO.CCO.CCO.CCO.CCO.CCO.CCO.CCO

```
! RIJCOSX wB97M-V def2-TZVPD def2/J DEFGRID3
* xyz 0 1
C -3.746 -2.428 1.843
C -4.088 -2.989 0.306
O -2.920 -3.291 -0.352
H -3.100 -1.623 1.750
H -3.208 -3.209 2.365
H -4.623 -2.470 2.203
H -4.850 -2.280 -0.332
H -4.745 -3.887 0.218
H -3.155 -4.087 -0.937
C 0.323 -4.479 -3.271
C -0.600 -3.301 -2.796
O 0.096 -2.082 -2.922
H 1.193 -4.745 -2.487
H 0.709 -4.378 -4.272
H -0.187 -5.501 -3.497
H -0.989 -3.454 -1.936
H -1.451 -3.102 -3.521
H 0.771 -2.183 -3.627
C 3.074 -3.009 -1.055
C 3.922 -2.378 0.052
O 5.166 -3.083 -0.110
H 2.007 -2.534 -1.147
H 2.798 -4.094 -0.994
H 3.705 -2.830 -1.825
H 3.703 -2.574 1.012
H 4.110 -1.086 -0.031
H 6.022 -2.829 -0.003
C 2.167 -2.387 4.405
C 1.166 -1.364 4.170
O 1.743 -0.094 4.414
H 2.659 -2.522 5.466
H 2.886 -2.511 3.622
H 1.694 -3.373 3.942
H 0.491 -1.498 4.905
H 0.769 -1.434 3.115
H 2.256 0.323 3.589
C 0.446 4.466 -3.667
C 0.140 3.419 -2.459
O -0.273 2.322 -3.349
H 0.792 5.379 -3.135
H -0.393 4.574 -4.309
H 1.303 4.223 -4.217
H -0.704 3.708 -1.872
H 1.019 3.253 -1.907
H -0.319 1.529 -2.632
C 1.594 3.074 2.804
C 3.030 2.563 3.144
O 3.259 1.354 2.577
H 1.252 4.091 3.207
H 0.688 2.365 2.926
H 1.588 3.312 1.811
H 2.971 2.381 4.171
H 3.710 3.463 2.935
H 4.102 1.273 1.861
C -3.545 -0.090 -3.269
C -3.665 0.664 -1.929
O -5.038 1.071 -1.759
H -2.367 -0.193 -3.482
H -3.826 0.576 -4.139
H -3.930 -1.209 -3.283
H -3.036 1.669 -1.917
H -3.252 0.092 -1.177
H -5.405 1.446 -1.002
C -4.000 1.867 2.344
C -4.539 3.104 1.575
O -5.445 2.604 0.585
H -3.230 1.220 1.823
H -4.886 1.235 2.883
H -3.533 2.201 3.133
H -3.730 3.706 1.087
H -5.122 3.921 1.959
H -5.999 3.223 0.300
C 3.583 1.210 -1.024
C 4.938 1.451 -0.461
O 4.991 2.350 0.542
H 2.938 2.076 -1.402
H 2.916 1.019 -0.125
H 3.702 0.657 -1.959
H 5.579 2.008 -1.392
H 5.351 0.456 -0.181
H 5.948 2.629 0.897
C -0.611 0.733 0.930
C -0.521 -0.347 -0.119
O -0.551 0.165 -1.440
H -1.384 1.494 0.864
H 0.246 1.372 0.997
H -0.799 0.271 1.910
H -1.507 -0.959 -0.019
H 0.242 -1.052 0.023
H -0.473 -0.659 -1.950
*
```